No. 1
ORCA calculation (wB97M-V/def2-TZVPD) on an isolated molecule of C17H18ClNO4S.

Each line ends with the Löwdin charge.
Positions of all 42 atoms, in Å:
1 C -0.185483 2.322523 2.170241  -0.3308
2 H 2.050443 0.087521 2.996705  0.1233
3 H 0.984465 -2.512485 -4.442061  0.1035
4 H 3.767850 -1.922727 -3.818555  0.1037
5 H 0.600307 2.049433 4.185690  0.1223
6 O -3.089759 2.279292 3.884678  -0.3027
7 H -1.182380 3.992438 3.050504  0.1168
8 Cl -1.355871 -3.209941 0.140191  0.7338
9 C -1.690428 -1.454716 2.145323  -0.0749
10 C -2.528270 0.755692 1.807701  -0.2874
11 H -2.397309 -0.900622 -1.126889  0.1093
12 H 3.253472 -0.683135 -1.867155  0.1103
13 C 1.435105 -0.133433 0.116364  -0.4322
14 O 2.229135 -1.034786 0.306780  0.0783
15 C 1.659426 -2.476755 -3.586045  -0.1760
16 C 0.581083 1.761052 3.155217  0.0079
17 C 2.654405 -0.403584 -2.732805  -0.1423
18 C -2.301609 -0.699553 -0.071759  -0.0916
19 H -1.385957 3.842565 1.273086  0.1126
20 O -3.878604 3.030971 1.670118  -0.3095
21 C -1.812300 -1.682418 0.780370  -0.6557
22 C -1.269328 3.309877 2.211943  -0.1032
23 H -1.311971 -2.231687 2.789972  0.1138
24 H 0.562138 0.012647 -3.098388  0.1563
25 S -2.872503 2.389480 2.470334  0.7108
26 H 2.053067 -3.479956 -3.433997  0.1044
27 H 0.241618 0.958238 -1.091687  0.1363
28 H 2.951299 0.592118 -3.060095  0.1129
29 C 1.176048 -0.475027 -2.334142  -0.2968
30 H -3.047139 1.318412 -0.175763  0.1222
31 C 0.978797 0.737896 1.217866  -0.1643
32 C 2.785989 -1.453587 -3.838661  -0.1786
33 C 1.336101 0.740114 2.540084  0.0303
34 C 0.913326 -1.983798 -2.343644  -0.1645
35 H -1.981267 -0.007446 3.713751  0.1213
36 H 2.660914 -0.989129 -4.817478  0.1028
37 C -2.053013 -0.222895 2.659664  -0.0491
38 N 0.874111 0.175004 -1.074919  0.1274
39 H -0.148219 -2.223652 -2.372331  0.0847
40 H 1.346871 -2.411276 -1.440902  0.1014
41 O 0.054248 1.706474 0.989920  0.0644
42 C -2.658810 0.530861 0.450775  -0.0511

Atoms 1-2, force components in eV/Å:
0.7 -0.1 0.8
0.2 -0.2 0.0

- ΔE to the lowest compared entry with this formula, charge and spin: 17.9 kcal per mole
- Strongest force on any atom: 0.0238 Eh/bohr
- SMILES: O=C(NC1CCCC1)c1ccc(CS(=O)(=O)c2ccc(Cl)cc2)o1

***

No. 2
ORCA calculation (wB97M-V/def2-TZVPD) on a structure of composition C17H18F5NO8P2PtSTe.

Each line ends with the Löwdin charge.
Positions of all 54 atoms, in Å:
1 C 2.602611 2.501627 2.046131  -0.0453
2 C 1.018787 -3.250039 -4.454044  -0.0890
3 F -2.424846 2.510460 -0.655719  -0.4894
4 C 2.384954 -3.159467 -4.185936  -0.1086
5 H 4.549123 1.864661 1.389963  0.0981
6 C 0.494541 -1.893654 -2.537858  -0.2362
7 H 0.540172 2.066775 4.575287  0.0900
8 C 0.081656 -2.629932 -3.641451  -0.0827
9 H -1.406316 1.860711 2.887243  0.0986
10 S 3.732516 -0.328599 -0.650843  1.1001
11 H -0.164292 5.367435 2.920940  0.0786
12 Pt -0.630785 -1.000340 -1.155738  1.3825
13 F -4.648460 1.716761 -1.601041  -0.4974
14 H 0.332869 -5.625926 -1.431045  0.0618
15 H -1.820906 3.556032 3.165179  0.0860
16 F -3.936285 1.372683 0.798724  -0.4618
17 C 0.481525 4.706769 2.335705  -0.0517
18 C 0.688190 1.381118 1.121198  0.0753
19 O -1.747116 -3.871088 -1.340844  -0.2959
20 C 1.878034 -1.789718 -2.296352  -0.2393
21 H 0.220720 4.820435 1.281862  0.0937
22 C 2.820737 -2.420991 -3.100835  -0.0613
23 C 2.941567 0.761152 0.460033  -0.4556
24 C 1.203336 2.347611 1.960735  -0.1539
25 Te -3.142637 0.710158 -0.822946  1.8938
26 C 0.615785 3.110966 4.265205  -0.0589
27 F -1.356005 0.916103 -2.271147  -0.5797
28 H 3.879474 -2.333131 -2.877731  0.0949
29 H -0.374580 1.207543 0.996849  0.0769
30 O -1.810423 0.001601 0.286547  -0.7310
31 C 2.187233 -0.901739 -1.183327  -0.4976
32 H -3.503996 -1.872142 0.613196  0.0545
33 P -3.020392 -2.875770 -1.202152  0.2303
34 O -4.214202 -3.467649 -1.809924  -0.2772
35 O 0.578370 -4.717506 -1.218753  -0.1521
36 H -0.085836 3.698143 4.863948  0.0773
37 N 1.187759 -0.353790 -0.553961  -0.0660
38 H 0.682630 -3.826647 -5.309109  0.0943
39 H 1.627291 3.460667 4.488190  0.0674
40 O -0.967916 -5.193190 0.729490  -0.3113
41 P -0.573613 -4.135279 -0.221320  0.1985
42 H -0.976334 -2.725715 -3.849657  0.1041
43 H 3.100691 -3.659905 -4.826983  0.0868
44 C 0.275768 3.250582 2.774538  -0.5534
45 O -0.056614 -2.790552 0.255647  -0.3539
46 C 1.563970 0.601141 0.373986  -0.2383
47 H 1.516672 5.030265 2.472946  0.0688
48 O -3.049232 -2.695713 0.368945  -0.1365
49 F -4.581072 -0.591567 -0.435263  -0.4811
50 C 3.478339 1.721309 1.314859  -0.0912
51 H -1.513914 2.970291 1.527914  0.0740
52 H 3.017279 3.264170 2.695671  0.0998
53 O -2.479602 -1.551144 -1.906476  -0.5373
54 C -1.197223 2.884027 2.569521  -0.0525

Atoms 1-2, force components in eV/Å:
0.0 0.0 0.0
0.0 0.0 0.0

- ΔE to the lowest compared entry with this formula, charge and spin: 38.9 kcal per mole
- Strongest force on any atom: 0.0564 Eh/bohr
- Net charge: -2
- Multiplicity: 3

***

No. 3
ORCA calculation (wB97M-V/def2-TZVPD) on a structure of composition C17H18F6FeN6OPS.

Each line ends with the Löwdin charge.
Positions of all 51 atoms, in Å:
1 N 1.321852 -1.157196 0.877289  -0.1015
2 C -1.598234 -0.300966 3.340197  -0.1038
3 H -3.791908 2.530593 -2.091122  0.1181
4 F 1.304549 3.041811 2.272503  -0.1269
5 H 2.744571 -0.936754 2.348250  0.1342
6 C 0.659453 -0.506734 3.008495  -0.2697
7 C -0.137711 0.005471 5.191077  -0.0469
8 N 2.230031 -1.719014 0.029704  -0.0091
9 N 2.419310 -3.059415 -1.788267  0.0696
10 C 0.963792 -0.275890 -4.482338  -0.0364
11 N -1.528184 1.670344 -0.828975  0.0664
12 H -2.585577 -0.326622 2.893031  0.1175
13 H -0.573575 2.001462 -0.763856  0.0741
14 C 1.093877 -0.085472 -3.093442  -0.1348
15 H 3.404450 -3.102249 -1.583837  0.0968
16 C -3.341345 1.803354 -4.090093  -0.0688
17 H -4.247653 -1.512867 0.764079  0.0813
18 Fe -0.701250 -0.350187 0.157482  0.9346
19 N -0.583261 -0.553457 2.525946  0.0548
20 F 0.019166 3.748374 0.536064  -0.1451
21 P -0.266017 3.153553 2.009170  0.1851
22 C -0.199271 0.078823 -5.100234  0.0009
23 H -3.444118 -2.674742 -0.297779  0.0793
24 H 1.949658 -0.228702 4.690089  0.1199
25 H -2.625644 1.050012 -5.953868  0.1125
26 H -2.277714 0.187470 5.316472  0.1123
27 C -3.080332 2.000154 -2.712958  -0.0032
28 C 1.705972 -0.847732 2.042676  -0.0536
29 H -2.114985 2.238732 -0.231794  0.0941
30 F -0.568567 2.442109 3.408872  -0.1205
31 C -0.984967 0.849693 -2.971146  -0.1725
32 H -3.013362 -2.609609 1.416848  0.0815
33 C -1.920670 1.535494 -2.168150  -0.2357
34 H 2.006401 -3.794400 -2.333379  0.0768
35 H 1.784621 -0.711423 -5.035497  0.1080
36 F -0.364198 4.601038 2.639786  -0.1087
37 F -0.183477 1.588038 1.302394  -0.2564
38 C -1.221438 0.693814 -4.345678  -0.1494
39 S -0.089108 -2.621100 -1.019383  0.6511
40 N 0.145061 0.419794 -2.341242  0.0904
41 C -2.436495 1.173705 -4.894457  -0.0377
42 H 0.040689 0.220146 6.236934  0.1148
43 O -2.323927 -1.046748 0.263097  -0.4207
44 F -1.853053 3.127011 1.668324  -0.1567
45 H -4.265288 2.182658 -4.507232  0.1061
46 C -3.295252 -2.004371 0.551153  -0.1888
47 H 2.010233 -0.370966 -2.603442  0.1002
48 H -0.339085 -0.082060 -6.163058  0.1206
49 C 1.623915 -2.425116 -0.878317  -0.9054
50 C -1.423209 -0.023800 4.689046  -0.0461
51 C 0.927475 -0.239361 4.335565  -0.0025

Atoms 1-2, force components in eV/Å:
-0.2 0.6 -0.5
0.0 -0.1 -0.1

- Strongest force on any atom: 0.0241 Eh/bohr
- Multiplicity: 6

***

No. 4
ORCA calculation (wB97M-V/def2-TZVPD) on a structure of composition C17H18F6N2O5S2SiV.

Each line ends with the Löwdin charge.
Positions of all 52 atoms, in Å:
1 C 1.456979 -3.675299 -2.464925  -0.0869
2 N -0.759989 2.194905 1.652359  -0.3020
3 O -0.184221 -0.136545 2.395735  -0.3227
4 C -2.734171 -2.342496 1.424490  -0.1581
5 F 1.051378 2.237758 3.815118  0.1534
6 H -3.372541 -0.739168 -2.223484  0.0455
7 C 3.494853 2.734413 0.780354  -0.0664
8 H 3.674854 -1.336543 -1.493264  0.1097
9 H -1.998820 -3.047215 1.822846  0.0469
10 F 0.034154 0.793923 5.070732  0.1727
11 H 4.977287 2.376673 -2.233108  0.1066
12 H 3.304809 0.600668 -2.427256  0.1158
13 C 0.313234 -3.131827 -1.893960  -0.0280
14 C 0.334744 -1.928684 -1.191405  -0.2307
15 V -0.780022 0.175192 0.443448  0.7323
16 H -3.532316 0.140813 -0.697543  0.0031
17 S -1.015151 1.042168 2.737942  0.6268
18 C -3.594771 -0.847011 -1.157958  -0.1570
19 O 1.527860 -0.046157 -0.454551  -0.0229
20 C -0.131787 1.758943 4.182898  -0.6904
21 C 2.577903 1.700815 0.693166  -0.0046
22 H -3.735971 -2.753778 1.588382  0.0432
23 F -2.074894 4.496028 -1.062794  0.1722
24 Si -2.425853 -2.073464 -0.391638  0.4148
25 C 4.378075 2.975852 -0.265791  -0.0896
26 H -4.631175 -1.185507 -1.051997  0.0430
27 H -3.856618 -3.925481 -0.960637  0.0410
28 C 3.381187 1.157119 -1.507356  -0.0183
29 H -0.616764 -3.667563 -1.986248  0.0647
30 H 3.580177 -3.463151 -2.725427  0.1026
31 C 2.672623 -3.034198 -2.321441  -0.0890
32 H 5.103993 3.775923 -0.196895  0.1021
33 C 2.530658 0.907565 -0.442281  -0.2337
34 C 2.723686 -1.820274 -1.647475  -0.0253
35 C 4.307834 2.188372 -1.402903  -0.0737
36 H 3.515656 3.350369 1.671300  0.1081
37 O -3.136394 2.218545 0.633096  -0.2346
38 H -2.670750 -1.422271 2.009104  0.0032
39 F -2.150635 4.885073 1.070689  0.1691
40 H -2.715388 -3.686006 -2.286566  0.0369
41 H 1.390994 -4.615932 -2.998660  0.1039
42 H -2.203946 -4.531215 -0.807270  0.0383
43 S -1.739806 2.420851 0.401325  0.6242
44 C -2.809273 -3.708936 -1.197639  -0.1903
45 F -0.245570 4.545501 0.099542  0.1640
46 F -0.865574 2.730878 4.694688  0.1717
47 N -0.789842 -1.378792 -0.528747  -0.1757
48 O -2.362276 0.822517 3.157915  -0.2284
49 C 1.567361 -1.259588 -1.142880  -0.1730
50 H 1.893311 1.492044 1.506620  0.0904
51 O -1.129025 1.811946 -0.799360  -0.3097
52 C -1.530079 4.222254 0.109723  -0.6952

Atoms 1-2, force components in eV/Å:
-0.1 0.0 0.1
-0.1 -0.6 -0.3

- ΔE to the lowest compared entry with this formula, charge and spin: 50.1 kcal per mole
- Strongest force on any atom: 0.0472 Eh/bohr
- Multiplicity: 4

***

No. 5
ORCA calculation (wB97M-V/def2-TZVPD) on an isolated molecule of C17H18N4O4S.

Each line ends with the Löwdin charge.
Positions of all 44 atoms, in Å:
1 C 0.151470 1.265147 1.624874  -0.5085
2 C 0.798377 2.629082 1.426509  -0.0956
3 C 2.849786 -2.244940 0.141113  -0.2092
4 N -1.178139 1.286257 1.809008  0.0801
5 H -5.973655 -0.678754 -2.727581  0.0746
6 N 2.218584 2.245193 -0.540012  -0.1124
7 H -7.091159 -0.043566 -1.520576  0.0836
8 H -1.236719 -0.748045 1.975444  0.1288
9 H -1.690575 2.135455 1.632850  0.1541
10 H -2.351697 0.105659 3.060815  0.1274
11 C -4.032968 0.132752 -1.130744  -0.0330
12 H -6.740732 -1.768553 -1.561426  0.0771
13 S 1.167924 1.233416 -1.312694  0.6609
14 H -6.124746 -1.569563 0.885378  0.1112
15 C -2.992876 0.352713 -0.244152  -0.0366
16 H 2.698004 1.634405 1.425680  0.1101
17 C 1.780484 -3.161668 0.100579  0.0090
18 N 3.819394 -0.255872 -0.130464  0.1386
19 H -2.115531 0.890535 -0.570981  0.0765
20 C 0.581549 -2.701069 -0.355259  -0.0371
21 C 0.397175 -1.357010 -0.772502  -0.0301
22 H 1.929756 -4.176702 0.429572  0.1179
23 H 3.143435 2.085161 -0.910157  0.1020
24 C -5.172320 -0.559779 -0.743803  -0.2851
25 C -5.246315 -1.028836 0.562658  -0.0471
26 C -1.947901 0.083755 2.040318  -0.1205
27 O -0.181139 1.624729 -1.017352  -0.2883
28 C 2.217507 2.466844 0.894911  -0.2149
29 C -3.073276 -0.117749 1.059758  -0.2093
30 H 2.793058 3.379490 1.074512  0.1259
31 O 4.662000 -1.170106 0.353983  -0.0382
32 H -0.268527 -3.364975 -0.399113  0.1134
33 O 1.575410 1.243325 -2.685812  -0.2676
34 H -0.576480 -1.032977 -1.105984  0.1157
35 C 2.665306 -0.875213 -0.286078  -0.2179
36 C 1.407233 -0.448040 -0.733783  -0.2150
37 C -4.212992 -0.808980 1.453311  -0.0424
38 C -6.306742 -0.780119 -1.697731  -0.0540
39 H -4.289421 -1.181155 2.465463  0.1103
40 H -3.952096 0.506598 -2.141270  0.1132
41 H 0.831730 3.127018 2.398751  0.1301
42 O 0.810962 0.241010 1.692899  0.0481
43 N 4.106966 -2.361529 0.523577  0.1386
44 H 0.207676 3.227709 0.735319  0.1156

Atoms 1-2, force components in eV/Å:
0.0 0.4 0.5
0.3 -0.1 0.0

- ΔE to the lowest compared entry with this formula, charge and spin: 121.7 kcal per mole
- Strongest force on any atom: 0.0340 Eh/bohr
- SMILES: Cc1ccc(CNC(=O)CCNS(=O)(=O)c2cccc3nonc23)cc1

***

No. 6
ORCA calculation (wB97M-V/def2-TZVPD) on an isolated molecule of C17H18N4O5S.

Each line ends with the Löwdin charge.
Positions of all 45 atoms, in Å:
1 N -1.014229 -2.163832 -1.616607  0.1591
2 C 0.956858 -1.591188 -0.759088  -0.2015
3 C -1.097211 2.343249 -0.694767  -0.0028
4 C 1.826852 2.973214 -0.234627  -0.4807
5 H 3.444593 2.483093 1.122305  0.1096
6 H -5.986554 0.629701 1.445798  0.0791
7 O 4.589671 -0.957640 0.525857  -0.2665
8 H -5.804258 -1.013204 2.077198  0.0755
9 C -2.370216 1.863142 -0.900158  0.0069
10 C 3.308722 2.800380 0.088772  -0.0806
11 N 0.426257 -0.504545 -1.297538  0.1389
12 H -2.403862 -0.619305 1.412378  0.1066
13 H -5.583892 -0.962251 -0.405078  0.1227
14 H 1.786869 -5.158249 0.434219  0.1133
15 H -0.395936 -4.770744 -0.687321  0.1204
16 H 3.361741 -3.301068 0.818479  0.1229
17 O -0.747122 -0.879914 -1.802605  -0.0203
18 H -4.481882 0.153371 2.229945  0.0661
19 C -0.779801 0.689292 1.018080  -0.0376
20 H 3.948350 2.158108 -1.879958  0.1315
21 C -2.870956 0.787594 -0.160095  -0.2831
22 H 1.533431 1.512652 1.143334  0.0876
23 C 2.169471 -1.835983 -0.095937  -0.1879
24 H 3.821908 3.748236 -0.073324  0.1240
25 C -0.278006 1.747368 0.262936  -0.2492
26 C 1.515864 -4.172858 0.088182  -0.0416
27 C 2.429032 -3.111051 0.310576  -0.0224
28 O 2.642966 0.089577 1.564642  -0.2994
29 S 3.247890 -0.491924 0.385371  0.6799
30 H 2.193023 0.644463 -1.216581  0.0735
31 C -4.752838 -0.651244 0.234307  -0.2502
32 N 1.049708 2.118362 0.482499  0.1268
33 O -4.129339 0.391064 -0.486459  -0.0522
34 C -5.288598 -0.191416 1.587791  -0.0640
35 H -4.072209 -1.503990 0.349842  0.1130
36 H -3.010241 2.303671 -1.647482  0.1208
37 C 0.314347 -3.976471 -0.528615  0.0122
38 C -2.061116 0.211392 0.814802  -0.0322
39 H -0.720569 3.166182 -1.278309  0.1032
40 N 3.157672 0.508325 -0.936405  -0.1226
41 C 0.020658 -2.671684 -0.970977  -0.2046
42 H -0.146134 0.226055 1.762232  0.1154
43 H 4.914745 1.479307 -0.546713  0.1183
44 C 3.906526 1.749787 -0.866986  -0.2023
45 O 1.427829 3.750974 -1.073906  0.0740

Atoms 1-2, force components in eV/Å:
-0.2 -1.0 0.2
-1.7 -0.3 -0.8

- ΔE to the lowest compared entry with this formula, charge and spin: 107.7 kcal per mole
- Strongest force on any atom: 0.0369 Eh/bohr
- SMILES: CCOc1ccc(NC(=O)CCNS(=O)(=O)c2cccc3nonc23)cc1

***

no.,E_tot (eV)
1,-50958.794
2,-89342.202
3,-99732.109
4,-102678.668
5,-42904.527
6,-44951.481